Record 1
ORCA calculation (the ωB97M-V functional and the def2-TZVPD basis) on C36H38BrIrNPSe2Te as an isolated structure in a non-equilibrium geometry.

* lowest unoccupied orbital energy (alpha / beta): -0.1940 / -0.1863 hartree
* net charge: +1
* multiplicity: 2
* highest occupied orbital energy (alpha / beta): -9.82 / -10.18 eV
* HOMO-LUMO gap (alpha / beta): 0.167 / 0.188 hartree
* <S²>: 0.991

The geometry in XYZ format:
```
81
Properties=species:S:1:pos:R:3:forces:R:3
Ir -0.459 -0.220 0.119 -0.1 -0.7 -0.8
Se -1.956 1.680 -0.349 -0.4 0.5 0.2
P -3.605 0.245 -0.300 -0.4 0.8 0.2
Se -2.454 -1.586 -0.512 0.6 0.0 0.1
C -4.374 0.338 1.347 -0.1 -0.2 0.0
C -5.738 0.418 1.610 0.0 0.1 0.0
C -6.202 0.429 2.919 0.0 0.0 0.0
C -5.314 0.364 3.978 0.0 0.0 0.0
C -3.950 0.299 3.726 0.0 0.0 0.0
C -3.485 0.287 2.425 0.1 0.0 0.0
C -4.706 0.474 -1.719 0.1 -0.1 -0.1
C -4.042 0.829 -2.898 0.0 0.1 0.0
C -4.741 0.990 -4.080 0.0 0.0 0.0
C -6.113 0.787 -4.109 0.0 0.0 0.0
C -6.775 0.402 -2.955 0.0 0.0 0.0
C -6.079 0.238 -1.766 0.0 -0.1 0.0
H -6.463 0.504 0.823 0.0 0.0 -0.1
H -7.266 0.492 3.103 0.0 0.0 0.0
H -5.680 0.374 4.996 0.0 0.0 0.0
H -3.245 0.265 4.545 0.0 0.0 0.0
H -2.418 0.251 2.244 0.0 0.0 0.0
H -2.971 0.985 -2.886 0.0 0.0 0.0
H -4.212 1.274 -4.980 0.0 0.0 0.0
H -6.662 0.916 -5.032 0.0 0.0 0.0
H -7.841 0.219 -2.974 0.0 0.0 0.0
H -6.626 -0.109 -0.908 0.0 0.0 0.1
Te 3.543 -0.824 -0.580 0.2 -0.4 -0.1
C 4.745 0.779 -1.216 -0.1 0.1 0.0
C 5.438 0.622 -2.411 0.0 0.0 0.0
C 6.260 1.644 -2.868 0.0 0.0 0.0
C 6.383 2.815 -2.135 0.0 0.0 0.0
C 5.678 2.974 -0.950 0.0 0.0 0.0
C 4.854 1.959 -0.488 0.0 0.0 0.0
C 4.814 -1.481 0.964 0.1 -0.1 -0.1
C 5.301 -2.783 0.919 0.0 0.0 0.0
C 6.125 -3.245 1.937 0.0 0.0 0.0
C 6.458 -2.410 2.993 0.0 0.0 0.0
C 5.966 -1.112 3.037 0.0 0.0 0.0
C 5.142 -0.643 2.026 0.0 0.0 0.0
H 5.348 -0.293 -2.984 0.0 0.0 0.0
H 6.803 1.522 -3.795 0.0 0.0 0.0
H 7.028 3.608 -2.489 0.0 0.0 0.0
H 5.765 3.892 -0.385 0.0 0.0 0.0
H 4.292 2.098 0.426 0.0 0.0 0.0
H 5.050 -3.434 0.090 0.0 0.0 0.0
H 6.511 -4.255 1.900 0.0 0.0 0.0
H 7.102 -2.770 3.784 0.0 0.0 0.0
H 6.221 -0.463 3.865 0.0 0.0 0.0
H 4.751 0.365 2.073 0.0 0.0 0.0
Br 1.382 1.260 0.450 -0.5 0.3 -0.2
C 2.243 -5.436 -3.179 0.0 0.0 0.0
C 1.681 -4.064 -2.921 0.0 -0.1 0.1
C 1.405 -3.195 -3.963 0.0 0.0 0.0
C 0.860 -1.936 -3.712 0.0 0.0 0.0
C 0.551 -0.983 -4.835 0.0 0.0 0.0
C 0.598 -1.568 -2.409 0.0 0.1 -0.1
C 0.859 -2.419 -1.308 -0.3 -0.1 0.1
C 1.415 -3.675 -1.610 0.0 -0.1 0.0
N 0.564 -1.929 -0.032 0.7 0.1 0.6
C 0.762 -2.650 1.302 -0.3 -0.1 -0.1
C 1.343 -1.644 2.300 -0.1 0.1 0.1
C 1.669 -3.880 1.333 0.1 0.0 0.0
C -0.608 -3.091 1.837 -0.1 0.0 -0.1
H 2.461 -5.580 -4.235 0.0 0.0 0.0
H 1.534 -6.207 -2.873 0.0 0.0 0.0
H 3.164 -5.597 -2.617 0.0 0.0 0.0
H 1.612 -3.496 -4.983 0.0 0.0 0.0
H 0.860 -1.392 -5.795 0.0 0.0 0.0
H 1.060 -0.030 -4.690 0.0 0.0 0.0
H -0.520 -0.780 -4.884 0.0 0.0 0.0
H 0.169 -0.589 -2.237 0.0 0.0 0.0
H 1.627 -4.395 -0.848 0.0 0.0 0.0
H 2.356 -1.348 2.036 0.0 0.0 0.0
H 1.365 -2.112 3.285 0.1 0.0 0.0
H 0.733 -0.743 2.382 0.0 -0.1 0.0
H 2.657 -3.687 0.917 0.0 0.0 -0.1
H 1.220 -4.750 0.860 0.0 0.0 0.1
H 1.807 -4.131 2.385 0.0 0.0 0.0
H -1.273 -2.245 2.007 0.1 0.0 0.0
H -0.458 -3.602 2.789 0.0 0.0 0.0
H -1.104 -3.776 1.149 0.0 -0.1 0.0
```
Positions in Å, forces in eV/Å.



Record 2
ORCA calculation (the ωB97M-V functional and the def2-TZVPD basis) on C36H38Cl2N3O2S4SeSn as an isolated structure in a non-equilibrium geometry.

* lowest unoccupied orbital energy: -0.1428 hartree
* net charge: +1
* multiplicity: 1
* highest occupied orbital energy: -10.68 eV
* HOMO-LUMO gap: 0.250 hartree

The geometry in XYZ format:
```
87
Properties=species:S:1:pos:R:3:forces:R:3
Sn 0.156 -2.250 0.758 -0.6 -0.7 -1.1
S -2.007 -3.222 1.626 0.6 0.2 -0.7
C -2.330 -4.178 0.162 0.0 0.0 0.4
C -2.522 -5.554 0.285 0.3 0.4 -0.1
C -2.699 -6.344 -0.810 -0.3 0.0 -1.3
C -2.740 -5.767 -2.084 -0.3 0.2 0.5
C -2.645 -4.410 -2.222 0.5 1.0 -0.8
C -2.381 -3.619 -1.111 0.0 -0.1 0.2
S -1.962 -1.933 -1.255 -0.6 0.4 0.6
C -1.072 -1.866 -2.801 -0.2 0.2 0.1
C -0.225 -0.636 -2.714 0.8 0.2 0.9
C -0.254 0.387 -3.632 0.2 -0.1 0.2
C 0.681 1.429 -3.510 -0.5 -0.2 -0.6
C 1.587 1.411 -2.485 -0.4 -0.1 0.6
C 1.516 0.344 -1.549 0.0 0.4 -1.2
C 2.588 0.259 -0.536 0.6 -0.8 1.5
S 2.764 -1.342 0.313 -0.1 -0.2 -0.7
C 3.240 -2.401 -1.046 -0.4 -0.2 0.6
C 4.517 -2.190 -1.562 -0.7 -0.6 0.1
C 4.993 -3.035 -2.530 0.6 0.2 -0.7
C 4.255 -4.114 -3.023 -0.4 1.7 1.0
C 2.989 -4.281 -2.521 -0.9 -0.2 0.3
C 2.444 -3.464 -1.493 0.5 -0.3 -0.3
S 0.873 -4.031 -0.863 0.3 0.7 0.4
N 0.641 -0.647 -1.642 -0.3 0.6 -1.1
H -2.418 -6.000 1.236 -0.1 -0.3 1.0
H -2.842 -7.403 -0.739 0.1 -0.4 0.3
H -2.872 -6.332 -2.971 -0.2 -0.7 -0.5
H -2.678 -3.914 -3.210 -0.1 -0.6 0.6
H -1.759 -1.914 -3.640 0.1 0.3 -0.2
H -0.421 -2.723 -2.805 0.3 -0.5 -0.2
H -0.990 0.321 -4.422 0.2 0.2 -0.2
H 0.714 2.213 -4.260 -0.1 0.0 0.2
H 2.260 2.263 -2.368 0.1 -0.5 0.1
H 2.483 0.875 0.341 -0.5 0.7 0.2
H 3.563 0.536 -0.913 0.2 -0.1 -0.5
H 5.119 -1.416 -1.132 0.3 0.3 -0.1
H 5.945 -2.778 -2.961 0.4 -0.3 -0.1
H 4.635 -4.697 -3.814 0.3 -0.7 -0.7
H 2.353 -5.067 -2.918 0.1 0.0 0.1
C -4.347 0.847 2.396 0.6 -0.7 0.0
C -3.748 2.116 1.843 0.5 0.0 -0.3
C -3.709 2.027 0.339 0.4 0.3 -1.3
C -2.487 1.277 -0.230 -0.1 0.1 0.3
N -1.260 2.017 0.104 -0.1 -0.7 0.1
C -0.322 1.692 1.005 0.3 -0.6 -0.4
Se -0.165 0.074 1.950 -0.1 0.3 0.9
N 0.592 2.685 1.066 0.2 -0.6 0.2
C 1.715 2.790 1.999 0.0 1.4 0.0
C 1.495 3.920 3.037 1.3 -2.4 0.7
C 0.412 3.611 4.046 -1.5 -0.7 0.2
C -0.951 4.246 3.638 1.0 0.4 -0.1
C 0.246 3.651 0.161 -0.2 0.9 -0.8
C 0.860 4.865 -0.210 -0.5 -0.6 -0.2
C 0.287 5.562 -1.251 -0.3 0.8 -0.7
C -0.885 5.089 -1.902 0.0 0.4 0.4
C -1.528 3.959 -1.468 -0.2 -0.6 -0.3
C -0.927 3.219 -0.457 0.4 0.9 0.0
H -4.261 0.762 3.473 0.1 -0.1 0.2
H -3.932 -0.068 1.919 0.3 0.5 0.4
H -5.374 0.781 2.131 -1.1 0.2 -0.1
H -2.719 2.265 2.184 -0.1 0.0 0.3
H -4.297 3.024 2.094 -0.1 -0.2 0.4
H -3.679 3.035 -0.111 -0.3 -0.4 0.1
H -4.587 1.491 -0.034 -0.1 0.3 -0.1
H -2.533 1.221 -1.332 0.0 -0.2 0.5
H -2.405 0.269 0.201 0.1 0.4 -0.2
H 2.624 3.142 1.488 -0.3 -0.6 -0.5
H 1.875 1.817 2.446 0.0 -0.1 0.2
H 1.397 4.834 2.516 -0.3 1.2 -0.3
H 2.490 3.891 3.515 -0.4 0.5 0.1
H 0.672 3.930 5.067 0.0 0.0 -0.4
H 0.287 2.505 4.113 0.2 0.6 0.0
H -0.856 5.314 3.853 -0.4 0.0 -0.1
H -1.852 3.852 4.083 0.0 -0.2 0.7
H -1.139 4.148 2.574 0.2 0.0 -0.4
H 1.747 5.214 0.271 0.4 0.2 0.2
H 0.701 6.543 -1.575 -0.2 -1.0 0.3
H -1.376 5.636 -2.701 0.4 0.2 0.1
H -2.444 3.600 -1.932 0.2 0.2 0.0
Cl 4.768 -3.295 2.933 0.4 0.0 0.0
C 3.100 -3.747 2.702 -0.3 0.0 -0.9
Cl 2.597 -5.086 3.750 0.2 -0.2 -0.1
C 2.144 -2.602 3.083 0.2 -0.2 0.8
O 2.335 -1.783 3.941 0.4 0.0 -0.5
O 1.005 -2.784 2.476 -0.9 0.1 -0.2
H 2.936 -4.067 1.629 0.2 0.3 1.2
```
Positions in Å, forces in eV/Å.



Energy relative to the best compared isomer or geometry (same formula, charge and spin) in eV, matching the order above: 3.077 0.000